Entry 1:
Here is a structure of composition C18H22N8NaO2S in a non-equilibrium geometry from the OMol25 dataset. Energies are from wB97M-V/def2-TZVPD.

The energy relative to the best compared isomer or geometry (same formula, charge and spin) is 13.8 kcal/mol. Its HOMO-LUMO gap is 5.615 eV. As for the HOMO energy: -0.1235 Ha. The lowest unoccupied orbital energy comes out at 2.255 eV. The value obtained for the total energy is -50292.8796 eV.

The geometry in ORCA input format:
```
! wB97M-V def2-TZVPD RIJCOSX def2/J DEFGRID3
* xyz -1 1
Na -0.53185 1.34172 0.60608
C 0.81965 4.34141 3.34271
C 0.04920 3.12970 2.85303
O -0.11107 3.06508 1.58380
C -0.36347 2.20604 3.81046
C -0.98069 0.90416 3.56100
C -1.21359 -0.02738 4.72574
N -1.27466 0.55170 2.35834
N -1.71768 -0.75328 2.14141
C -1.76490 -1.04359 0.85631
O -1.50300 -0.28788 -0.15515
C -2.13545 -2.48493 0.57086
C -1.98094 -2.99157 -0.71440
C -2.28952 -4.31876 -1.00572
C -2.77635 -5.15542 -0.01184
C -2.94848 -4.65110 1.27439
C -2.63131 -3.33104 1.56190
H 0.47317 5.22838 2.80517
H 1.88305 4.20520 3.11329
H 0.71667 4.50202 4.41747
H -0.13773 2.44204 4.84256
H -1.01675 0.47823 5.67246
H -0.56651 -0.90469 4.64243
H -2.23952 -0.40061 4.71152
H -1.62394 -2.32924 -1.49086
H -2.15218 -4.69606 -2.01201
H -3.02189 -6.18764 -0.23498
H -3.32993 -5.29420 2.05776
H -2.74557 -2.92787 2.56032
C 0.20242 -1.59540 -4.85288
C 1.11893 -1.64845 -3.68468
N 2.18238 -2.37746 -3.58675
N 2.66891 -2.04523 -2.33805
C 1.91849 -1.16904 -1.64720
S 2.13785 -0.58622 -0.10163
N 0.94036 -0.88133 -2.55324
N -0.14220 -0.01070 -2.36369
H 0.50728 -2.34861 -5.57688
H 0.22864 -0.60875 -5.31658
H -0.82641 -1.77065 -4.53416
H 3.45869 -2.52692 -1.95355
H 0.26226 0.92422 -2.32992
H -0.55816 -0.20037 -1.44260
N 2.67181 4.19506 -1.06809
C 3.42786 3.90659 -2.18303
C 2.71856 2.95564 -2.85361
N 1.55672 2.64418 -2.16809
C 1.56567 3.40668 -1.09474
H 2.90434 4.83546 -0.33076
H 4.36479 4.39689 -2.39213
H 2.97740 2.46372 -3.78083
H 0.82863 3.43029 -0.29095
*
```


Entry 2:
Here is a cluster of 2 separate species, CH5ClN5O2 in total in a non-equilibrium geometry from the OMol25 dataset. Energies are from wB97M-V/def2-TZVPD.

The energy relative to the best compared isomer or geometry (same formula, charge and spin) is 43.6 kcal/mol. Its HOMO-LUMO gap (spin up / spin down) is 8.043 / 8.043 eV. As for the HOMO energy (spin up / spin down): -0.5190 / -0.5191 Ha. The lowest unoccupied orbital energy (spin up / spin down) comes out at -6.080 / -6.081 eV. The value obtained for the total energy is -25170.7704 eV.

The geometry in ORCA input format:
```
! wB97M-V def2-TZVPD RIJCOSX def2/J DEFGRID3
* xyz 1 1
C -0.89471 -0.76846 -0.21660
N 0.07323 -0.69894 -1.11870
N -2.36562 1.02645 -0.02334
N -1.63716 0.13689 0.45142
N 0.88354 1.30082 1.12284
N 1.20564 -1.52498 -1.02237
O 0.65647 0.35106 1.78444
O 0.32894 1.75248 0.21116
Cl 2.38027 2.27273 1.47566
H -0.74316 -1.49899 0.72484
H 0.16345 0.06784 -1.80846
H -2.81220 1.62584 0.64747
H 1.09114 -2.29979 -0.34060
H 1.67016 -1.74294 -1.88777
*
```


Entry 3:
Here is a structure of composition C22H27IrN4O4S3Te from the OMol25 dataset. Energies are from wB97M-V/def2-TZVPD.

The energy relative to the best compared isomer or geometry (same formula, charge and spin) is 5.5 kcal/mol. Its HOMO-LUMO gap is 6.615 eV. As for the HOMO energy: -0.2534 Ha. The lowest unoccupied orbital energy comes out at -0.280 eV. The value obtained for the total energy is -80040.4789 eV.

The geometry in ORCA input format:
```
! wB97M-V def2-TZVPD RIJCOSX def2/J DEFGRID3
* xyz 0 1
Ir -0.44510 0.06226 0.15012
O 3.30202 3.98986 -0.44592
C 3.98834 2.84786 -0.62146
C 5.37518 2.94863 -0.74209
C 6.14503 1.81974 -0.92946
C 5.55306 0.56044 -1.00379
C 4.18295 0.45698 -0.88339
C 3.37952 1.58308 -0.69041
C 1.92493 1.39202 -0.53479
O 1.44977 0.20243 -0.67518
N 1.18088 2.43170 -0.25536
N -0.18815 2.10549 -0.15678
C -0.90945 3.17256 -0.01491
S -0.15011 4.72843 0.21908
C -1.68898 5.67772 0.08794
C -2.81992 4.80665 0.59358
S -2.62696 3.18469 -0.18394
H 2.35217 3.75444 -0.34067
H 5.81954 3.93337 -0.68498
H 7.22007 1.91829 -1.01393
H 6.15802 -0.32325 -1.15404
H 3.69386 -0.50624 -0.93685
H -1.84378 5.95673 -0.95366
H -1.57205 6.57877 0.68909
H -3.79695 5.19623 0.31193
H -2.77882 4.68382 1.67566
Te -2.88894 -0.08638 1.21790
C -4.23366 -0.40333 -0.39956
C -4.76419 -1.60524 -0.79096
C -5.78602 -1.49941 -1.77343
C -6.03964 -0.20688 -2.11546
S -5.03207 0.86445 -1.24662
H -4.44838 -2.54826 -0.36503
H -6.31334 -2.34406 -2.19374
H -6.75837 0.16413 -2.82858
C 0.95668 -2.50683 -0.51038
C 0.99262 -4.04527 -0.67760
N -0.28416 -4.64558 -0.30883
C -0.54707 -4.33221 1.09357
C -0.56922 -2.80402 1.32586
N -0.36840 -2.08224 0.03009
C -1.41228 -2.52891 -0.93339
C -1.33277 -4.06083 -1.13551
H 1.10205 -1.99731 -1.46073
H 1.71919 -2.13738 0.17339
H 1.77187 -4.48216 -0.05152
H 1.21290 -4.31027 -1.71271
H 0.23115 -4.80312 1.69561
H -1.50081 -4.77939 1.37740
H 0.22748 -2.48617 1.99710
H -1.51657 -2.46641 1.73708
H -1.24317 -1.99132 -1.87013
H -2.36898 -2.21625 -0.53443
H -1.12260 -4.30474 -2.17776
H -2.28353 -4.52599 -0.87046
C 2.03165 0.37797 3.42640
O 1.49983 0.28460 2.09761
C 0.15686 0.12317 2.02238
O -0.51254 0.01210 3.02035
H 3.10929 0.43139 3.30104
H 1.75074 -0.49418 4.01409
H 1.65931 1.27364 3.92118
*
```


Entry 4:
Here is the ion C7H11O with charge +1 in a non-equilibrium geometry from the OMol25 dataset. Energies are from wB97M-V/def2-TZVPD.

The energy relative to the best compared isomer or geometry (same formula, charge and spin) is 31.4 kcal/mol. Its HOMO-LUMO gap is 10.492 eV. As for the HOMO energy: -0.5555 Ha. The lowest unoccupied orbital energy comes out at -4.623 eV. The value obtained for the total energy is -9475.3007 eV.

The geometry in ORCA input format:
```
! wB97M-V def2-TZVPD RIJCOSX def2/J DEFGRID3
* xyz 1 1
C 0.16495 -1.43896 -0.09349
C -0.77930 -0.42759 -0.11234
C -0.54825 0.77152 -1.05691
C 1.34949 0.90921 0.69419
C 2.04258 -0.10452 -0.24525
C -0.08106 0.87577 0.35648
C -2.14003 -0.65225 0.36398
O 1.35268 -1.36981 -0.20490
H -0.25215 -2.39821 0.02590
H 0.10225 0.63951 -1.91972
H -1.39507 1.35137 -1.37943
H 1.58637 0.75163 1.73066
H 1.71647 1.83100 0.53891
H 2.09983 0.23656 -1.27375
H 3.03914 -0.31786 -0.06687
H -0.62357 1.35939 1.23011
H -2.60353 -1.45807 -0.26611
H -2.98370 0.17223 0.20486
H -2.04710 -0.73094 1.47368
*
```


Entry 5:
Here is a cluster of 2 separate species, C27H28F3OSi in total in a non-equilibrium geometry from the OMol25 dataset. Energies are from wB97M-V/def2-TZVPD.

Its HOMO-LUMO gap is 4.940 eV. As for the HOMO energy: -0.3978 Ha. The lowest unoccupied orbital energy comes out at -5.885 eV. The value obtained for the total energy is -46525.1078 eV.

The geometry in ORCA input format:
```
! wB97M-V def2-TZVPD RIJCOSX def2/J DEFGRID3
* xyz 1 1
F -2.64531 4.26480 5.30497
C -1.39943 4.70864 4.95541
F -1.57060 5.87529 4.26941
F -0.74791 5.02089 6.12157
C -0.66057 3.67455 4.15793
C 0.05216 4.03858 3.02068
C 0.65405 3.05509 2.25754
C 0.50687 1.66380 2.56291
C 0.85713 0.66017 1.59297
C 1.06890 -0.71938 1.94162
C 2.26032 -1.39835 1.55354
C 2.44484 -2.73530 1.86958
C 1.46098 -3.44572 2.57498
C 0.28356 -2.79365 2.95917
C 0.06809 -1.46213 2.62021
C -0.06230 1.36929 3.83452
C -0.69109 2.34857 4.57984
H 0.14696 5.08362 2.74470
H 1.25663 3.35230 1.39426
H 1.41857 1.01385 0.72812
H 3.03199 -0.82788 1.02945
H 3.37492 -3.23099 1.59131
H 1.62381 -4.48969 2.83827
H -0.46592 -3.32629 3.54707
H -0.88384 -0.98172 2.86924
H -0.00334 0.35681 4.22493
H -1.18677 2.09148 5.51180
C -2.50655 -3.89982 -2.69545
Si -0.93938 -3.02300 -2.18433
C -0.26167 -3.64929 -0.57794
C 0.32747 -3.03520 -3.54801
O -1.36357 -1.43147 -1.79644
C -0.78218 -0.21513 -1.67995
C -0.65373 0.42997 -0.44301
C -0.53714 1.89742 -0.55777
C 0.70036 2.18165 -1.42914
C 0.50753 1.58370 -2.77108
C -0.35799 0.47087 -2.90216
C -0.68715 0.04201 -4.20263
C -0.03574 0.59708 -5.30067
C 0.95532 1.58481 -5.13082
C 1.22419 2.07073 -3.85463
H -2.31189 -4.97718 -2.80049
H -3.29778 -3.77013 -1.94449
H -2.89348 -3.53320 -3.65597
H 0.15657 -4.65839 -0.66355
H 0.52957 -2.98325 -0.21913
H -1.04306 -3.66105 0.19019
H 0.80231 -4.02566 -3.57704
H -0.11548 -2.83615 -4.53192
H 1.10955 -2.28537 -3.37371
H -1.07809 -0.06537 0.43415
H -1.43829 2.31311 -1.05196
H -0.44484 2.38040 0.40680
H 0.90399 3.25765 -1.47713
H 1.59789 1.73414 -0.99786
H -1.45973 -0.71731 -4.33909
H -0.28378 0.24889 -6.30672
H 1.50374 1.97442 -5.99071
H 1.98036 2.83349 -3.68332
*
```


Entry 6:
Here is a cluster of 2 separate species, ClNO2S in total in a non-equilibrium geometry from the OMol25 dataset. Energies are from wB97M-V/def2-TZVPD.

The energy relative to the best compared isomer or geometry (same formula, charge and spin) is 69.7 kcal/mol. Its HOMO-LUMO gap (spin up / spin down) is 7.547 / 7.215 eV. As for the HOMO energy (spin up / spin down): -0.4060 / -0.4191 Ha. The lowest unoccupied orbital energy (spin up / spin down) comes out at -3.501 / -4.190 eV. The value obtained for the total energy is -28936.4138 eV.

The geometry in ORCA input format:
```
! wB97M-V def2-TZVPD RIJCOSX def2/J DEFGRID3
* xyz 0 1
N 0.38506 0.02878 0.23282
O 1.00500 -0.80966 0.87294
O 0.00442 1.10689 0.58628
S 0.22361 -0.44634 -1.41379
Cl -3.25939 -0.17181 -2.30562
*
```


Entry 7:
Here is a structure of composition C31H55ClO2P2PdSi2 in a non-equilibrium geometry from the OMol25 dataset. Energies are from wB97M-V/def2-TZVPD.

Its HOMO-LUMO gap (spin up / spin down) is 3.694 / 4.812 eV. As for the HOMO energy (spin up / spin down): -0.1244 / -0.2760 Ha. The lowest unoccupied orbital energy (spin up / spin down) comes out at 0.310 / -2.698 eV. The value obtained for the total energy is -87466.7192 eV.

The geometry in ORCA input format:
```
! wB97M-V def2-TZVPD RIJCOSX def2/J DEFGRID3
* xyz 0 5
Pd -0.60201 0.00064 -0.90623
C -2.03062 -0.02258 1.88107
C -2.29110 1.13194 1.10522
C -2.68641 0.67534 -0.21484
Si -1.79418 2.86537 1.59685
C -2.57568 -0.76493 -0.23022
C -2.07790 -1.18166 1.07475
Si -1.36853 -2.84034 1.54932
H -1.84560 -0.01997 2.95448
H -3.15129 1.27232 -0.99461
H -2.97986 -1.41004 -1.00478
Cl 1.65251 0.44161 -5.34726
C -0.75804 -2.82803 3.31197
C -2.67800 -4.14873 1.30181
C -1.48272 3.00262 3.43036
C -3.11923 4.07995 1.10060
H -3.66279 -3.72122 1.53752
H -2.47957 -4.97251 2.00174
H -2.70217 -4.54843 0.27999
H 0.29629 -2.52617 3.37925
H -0.86097 -3.84101 3.72595
H -1.35410 -2.13676 3.92110
H -4.09469 3.57415 1.10528
H -2.96566 4.54599 0.12024
H -3.13831 4.87078 1.86437
H -2.04113 2.22802 3.97128
H -1.83497 3.98688 3.76910
H -0.41797 2.90796 3.67869
C 0.10853 -3.14074 0.40299
C -0.16579 3.12336 0.65125
P 0.11582 -2.25375 -1.19455
H 0.19082 -4.22902 0.24018
H 1.02765 -2.82147 0.92782
P -0.07921 2.33007 -0.99617
H 0.63477 2.65645 1.25067
H 0.04034 4.20450 0.58416
C 1.60642 2.80725 -1.62006
C -1.36940 3.29050 -1.96181
C -1.22988 -3.17653 -2.13249
C 1.71849 -2.79235 -1.99539
C 2.82911 -1.76482 -1.79903
H 1.48250 -2.86792 -3.07157
C 2.23186 -4.14562 -1.49606
H 2.50081 -4.08384 -0.43470
H 3.14232 -4.38749 -2.05972
H 1.52634 -4.96822 -1.64244
H 2.66125 -0.84932 -2.37324
H 3.77886 -2.19810 -2.14130
H 2.93623 -1.51978 -0.72277
H -2.08215 -3.15886 -1.43486
C -0.89776 -4.63592 -2.44590
C -1.62782 -2.43846 -3.41234
H -0.69174 -5.23853 -1.55290
H -0.05128 -4.71693 -3.14011
H -1.76946 -5.08536 -2.94235
H -1.94457 -1.40479 -3.22051
H -2.47260 -2.96734 -3.87574
H -0.80621 -2.42456 -4.14106
H -2.27705 3.15725 -1.35255
C -1.62875 2.68882 -3.34283
C -1.09022 4.79000 -2.08869
H -0.83706 5.27880 -1.14014
H -1.99947 5.27700 -2.47138
H -0.29442 4.98215 -2.81923
H -2.01620 1.66433 -3.28019
H -0.72021 2.69223 -3.96067
H -2.38502 3.29714 -3.85979
C 2.64723 1.83275 -1.05473
C 2.04435 4.23934 -1.31117
H 1.53842 2.69014 -2.71534
H 2.06912 4.42205 -0.23019
H 1.41768 4.99873 -1.78490
H 3.06408 4.37099 -1.69601
H 2.99428 2.16515 -0.06542
H 3.52121 1.77952 -1.72048
H 2.25141 0.81675 -0.91524
C 0.72063 0.17083 -3.64287
H 1.29799 0.73658 -2.90468
H -0.28788 0.54052 -3.82984
H 0.76520 -0.91336 -3.50944
O 2.70388 -1.24617 1.17387
C 1.94707 -0.41470 1.73966
O 1.02400 0.29609 1.22501
C 2.13599 -0.26969 3.23310
C 1.17921 0.41144 4.00666
C 1.30534 0.47080 5.39758
C 2.40729 -0.13303 6.02416
C 3.37358 -0.80144 5.25517
C 3.23779 -0.86954 3.86711
H 0.33725 0.87136 3.48663
H 0.54376 0.99038 5.98394
H 2.51179 -0.08166 7.10911
H 4.23396 -1.27169 5.73472
H 3.96422 -1.39347 3.24608
*
```


Entry 8:
Here is the molecule C6H11N3O2 in a non-equilibrium geometry from the OMol25 dataset. Energies are from wB97M-V/def2-TZVPD.

The energy relative to the best compared isomer or geometry (same formula, charge and spin) is 50.0 kcal/mol. Its HOMO-LUMO gap is 10.405 eV. The SMILES is CC(C)[C@@](N)(C#N)C(=O)ON. As for the HOMO energy: -0.3636 Ha. The lowest unoccupied orbital energy comes out at 0.512 eV. The value obtained for the total energy is -14962.6468 eV.

The geometry in ORCA input format:
```
! wB97M-V def2-TZVPD RIJCOSX def2/J DEFGRID3
* xyz 0 1
C 0.78270 -0.40032 -1.69355
C 0.77003 -0.18730 -0.11212
C 2.17449 0.12197 0.54908
C -0.44763 0.63904 0.31206
N -0.46306 0.98397 1.71412
C -0.65289 1.99484 -0.50242
N -0.94932 2.96287 -0.99410
C -1.72389 -0.26900 -0.15877
O -1.75553 -1.29553 -0.82335
O -2.84063 0.33529 0.31568
N -3.98111 -0.35159 -0.01318
H 1.74337 0.09866 -2.06694
H 0.70229 -1.44307 -1.91915
H -0.11960 0.07802 -2.05670
H 0.61267 -1.22673 0.14804
H 2.61928 -0.69693 1.14621
H 2.88686 0.41445 -0.25681
H 2.00277 0.97679 1.20761
H -1.49150 0.99557 1.96682
H 0.03739 0.30910 2.33298
H -3.66531 -1.31342 -0.28507
H -4.69765 -0.31624 0.77867
*
```


Q: What is the formula in the first record?
A: C18H22N8NaO2S


Q: Which formula does entry 4 have?
A: C7H11O